(1)
{"formula": "C2H8NO", "method": "ωB97M-V/def2-TZVPD", "orbital_gap_ev": 6.678, "mol_weight_g_mol": 62.092, "de_lowest_ev": 0.250, "charge": -1, "lumo_ev": 4.1, "species": ["O", "H", "C", "C", "N", "H", "H", "H", "H", "H", "H", "H"], "coordinates": [[1.44539, -2.18876, -0.79121], [2.23769, -1.64589, -0.68572], [-1.07538, 1.89224, 0.45610], [-0.00637, 0.84093, 0.15856], [-0.52980, -0.50882, 0.33026], [-0.61226, 2.86192, 0.64748], [-1.55988, 1.63225, 1.40449], [-1.78801, 1.95873, -0.37004], [0.84388, 0.91745, 0.83236], [0.36724, 0.98912, -0.87075], [0.24632, -1.18608, 0.19511], [-1.14851, -0.72575, -0.43392]], "forces_ev_per_angstrom": [[0.06, 0.15, 0.19], [0.00, -0.11, -0.07], [0.59, -0.09, 0.59], [-0.37, -0.55, -0.48], [-0.08, 0.20, 0.61], [-0.03, 0.25, -0.37], [-0.26, -0.12, -0.32], [-0.10, 0.06, 0.24], [0.09, 0.29, 0.11], [0.15, 0.14, 0.19], [0.17, -0.17, -0.41], [-0.22, -0.03, -0.28]]}

=====

(2)
{"formula": "C14H34AlBCaCl3F4LiO9S", "method": "ωB97M-V/def2-TZVPD", "orbital_gap_ev": 1.725, "mol_weight_g_mol": 645.648, "charge": 0, "lumo_ev": -4.4, "species": ["C", "C", "B", "O", "O", "C", "O", "O", "C", "C", "C", "C", "H", "H", "H", "H", "H", "H", "H", "H", "H", "H", "H", "H", "H", "H", "H", "Cl", "C", "C", "C", "O", "H", "H", "H", "H", "H", "H", "H", "H", "Li", "Ca", "O", "H", "O", "S", "O", "O", "C", "C", "C", "H", "H", "H", "H", "H", "H", "H", "H", "C", "Cl", "Cl", "H", "H", "F", "Al", "F", "F", "F"], "coordinates": [[3.24941, 1.95661, 0.55506], [3.18223, 0.53681, -0.00099], [1.92872, 0.09836, -0.79722], [1.44816, -1.16467, -0.54401], [1.18774, 0.82422, -1.74183], [0.13091, 1.31789, -1.08964], [0.07177, 2.38002, -0.51577], [-0.87632, 0.39109, -1.07926], [-1.41144, 0.17234, 0.21968], [-0.38509, 0.20915, 1.35506], [-2.61227, 1.06260, 0.59765], [-3.07672, 2.10133, -0.41622], [2.28718, 2.17451, 1.05413], [3.41485, 2.72496, -0.19454], [4.06178, 1.93338, 1.29417], [4.08989, 0.37436, -0.58485], [3.20933, -0.10686, 0.86962], [1.42394, -1.68135, -1.36158], [-1.79851, -0.85202, 0.18790], [0.56644, -0.23375, 1.10143], [-0.27730, 1.21448, 1.75513], [-0.77173, -0.39618, 2.19031], [-3.46288, 0.36763, 0.73818], [-2.40704, 1.55414, 1.56248], [-4.10496, 2.38505, -0.17711], [-2.49533, 3.01114, -0.33349], [-3.08855, 1.71128, -1.42882], [1.38340, 0.23043, -4.37760], [1.17783, 5.37449, -4.83692], [0.86471, 4.41891, -5.98183], [-0.55903, 3.88933, -5.89481], [1.78975, 3.34077, -5.97821], [1.08363, 4.85935, -3.87628], [2.20772, 5.72191, -4.92299], [0.50640, 6.23576, -4.83677], [1.00636, 4.93413, -6.93545], [-0.69416, 3.32939, -4.96567], [-0.76160, 3.20505, -6.71835], [-1.28691, 4.70371, -5.92578], [1.68523, 2.85227, -5.14673], [3.30021, 2.73392, 2.73063], [-3.81813, -0.61630, 2.48832], [3.81204, -1.87994, 2.16992], [3.33729, -2.30169, 1.44184], [-3.44240, -4.17937, 4.42516], [-3.80101, -5.44998, 5.00001], [-3.56674, -5.67873, 6.38935], [-3.13176, -6.58553, 4.14051], [-1.69396, -6.48722, 3.88844], [-0.86691, -6.92029, 5.07576], [-5.47686, -5.83349, 4.62494], [-1.44834, -5.47130, 3.57893], [-1.51919, -7.14040, 3.03691], [-0.96749, -6.22337, 5.90633], [0.18375, -6.96273, 4.79038], [-1.18370, -7.90276, 5.42627], [-5.64135, -5.69852, 3.55939], [-6.09800, -5.15013, 5.20020], [-5.66981, -6.86044, 4.92260], [4.68673, 4.75874, -6.28821], [4.85485, 5.84299, -4.88959], [4.86910, 5.63186, -7.81643], [5.46159, 4.00480, -6.22500], [3.70084, 4.30173, -6.25456], [0.84438, -1.24165, 5.61389], [0.47019, -1.44328, 3.98693], [-1.23456, -1.43791, 3.77288], [1.08646, -2.87954, 3.38486], [1.06526, -0.09146, 3.10127]], "forces_ev_per_angstrom": [[-0.59, 0.02, 0.13], [-0.01, 0.88, 0.42], [0.13, -1.32, -0.70], [1.04, -0.50, -0.29], [-0.42, 1.71, 1.34], [0.39, -0.29, -0.29], [-0.20, -0.37, -0.37], [-0.30, 0.45, 0.39], [0.27, -0.22, 0.54], [-1.29, 0.05, -0.38], [0.08, 0.34, -0.30], [-0.79, 0.06, 0.40], [-0.04, 0.15, -0.05], [0.11, 0.15, 0.08], [0.55, 0.18, -0.16], [-0.06, -0.32, -0.09], [0.33, -0.73, 0.16], [-0.61, 0.09, -0.12], [0.22, -0.17, -0.46], [-0.24, 0.01, -0.07], [0.19, 0.05, -0.20], [-0.15, 0.36, -0.77], [-0.41, 0.22, -0.68], [-0.08, 0.01, 0.03], [-0.04, 0.04, -0.02], [0.36, -0.10, -0.24], [0.30, 0.00, -0.06], [0.04, 0.02, -0.42], [0.09, 0.06, -0.11], [-0.16, -0.18, 0.41], [-0.06, -0.02, -0.10], [0.14, 0.37, -0.09], [-0.07, -0.03, -0.03], [-0.12, 0.10, 0.05], [0.01, 0.01, 0.00], [0.05, -0.03, -0.01], [0.03, 0.02, 0.01], [0.02, 0.00, 0.00], [0.01, 0.01, 0.01], [-0.03, -0.54, -0.16], [-0.24, -0.48, -0.15], [1.52, -0.80, 1.10], [0.04, 0.44, -0.09], [-0.07, -0.09, 0.09], [-0.26, 0.34, -0.04], [0.19, -0.35, -0.09], [-0.06, 0.21, 0.00], [0.02, 0.02, -0.05], [0.50, 0.02, -0.12], [-0.19, 0.02, 0.22], [-0.06, 0.05, -0.06], [-0.13, 0.05, 0.06], [-0.21, -0.05, 0.00], [0.03, 0.03, -0.02], [-0.02, 0.01, -0.05], [0.05, -0.03, -0.06], [0.01, -0.03, 0.00], [0.03, -0.01, 0.04], [0.01, 0.01, 0.02], [-0.08, -0.12, 0.03], [0.13, -0.02, -0.01], [0.00, 0.00, -0.01], [0.05, 0.06, -0.01], [-0.02, 0.01, 0.02], [-0.38, 0.15, -0.20], [1.97, -0.30, 0.32], [-1.46, 0.29, -0.25], [-0.62, 0.16, 0.00], [0.54, -0.13, 1.57]]}

=====

Repeat the first record exactly.
{"formula": "C2H8NO", "method": "ωB97M-V/def2-TZVPD", "orbital_gap_ev": 6.678, "mol_weight_g_mol": 62.092, "de_lowest_ev": 0.250, "charge": -1, "lumo_ev": 4.1, "species": ["O", "H", "C", "C", "N", "H", "H", "H", "H", "H", "H", "H"], "coordinates": [[1.44539, -2.18876, -0.79121], [2.23769, -1.64589, -0.68572], [-1.07538, 1.89224, 0.45610], [-0.00637, 0.84093, 0.15856], [-0.52980, -0.50882, 0.33026], [-0.61226, 2.86192, 0.64748], [-1.55988, 1.63225, 1.40449], [-1.78801, 1.95873, -0.37004], [0.84388, 0.91745, 0.83236], [0.36724, 0.98912, -0.87075], [0.24632, -1.18608, 0.19511], [-1.14851, -0.72575, -0.43392]], "forces_ev_per_angstrom": [[0.06, 0.15, 0.19], [0.00, -0.11, -0.07], [0.59, -0.09, 0.59], [-0.37, -0.55, -0.48], [-0.08, 0.20, 0.61], [-0.03, 0.25, -0.37], [-0.26, -0.12, -0.32], [-0.10, 0.06, 0.24], [0.09, 0.29, 0.11], [0.15, 0.14, 0.19], [0.17, -0.17, -0.41], [-0.22, -0.03, -0.28]]}

=====

- Which value of charge does entry 1 give?
  -1